91
Properties=species:S:1:pos:R:3:lowdin_charge:R:1 method="wB97M-V/def2-TZVPD" de_lowest_kcal_mol=118.9 s2=0.786 total_charge=+2 molar_mass_g_mol=999.509 homo_lumo_gap_ev="6.3 / 6.5" spin_multiplicity=2 e_lumo_ev="-7.0 / -6.8"
Pt 0.32 0.61 0.62 1.1634
C 3.15 3.17 -1.02 -0.0492
C 1.88 3.84 -1.45 -0.1034
N 0.28 2.19 -1.79 0.0750
N 2.72 0.76 -1.18 -0.3887
C 3.49 1.87 -0.91 -0.2022
B 1.77 -1.89 -1.02 -0.7921
N 0.47 -1.36 -1.63 0.0220
C -0.27 -1.91 -2.62 -0.0350
C -1.49 -1.28 -2.68 -0.0043
C -1.45 -0.32 -1.67 -0.1042
N -0.28 -0.37 -1.04 -0.1557
N 1.57 -2.07 0.50 0.0096
C 1.93 -3.19 1.17 -0.0280
C 1.22 -3.25 2.35 -0.0024
C 0.43 -2.10 2.34 -0.1254
N 0.66 -1.38 1.25 -0.1067
N 2.23 -3.20 -1.61 -0.0950
C 1.63 -4.42 -1.67 -0.0856
C 2.58 -5.34 -2.02 -0.0319
C 3.77 -4.60 -2.13 -0.1228
N 3.55 -3.32 -1.89 0.0057
H 3.93 3.87 -0.75 0.1123
H 2.10 4.88 -1.69 0.1554
H 4.48 1.64 -0.54 0.1220
H 0.13 -2.70 -3.22 0.1192
H -2.30 -1.48 -3.36 0.1148
H -2.19 0.41 -1.37 0.1233
H 2.63 -3.88 0.75 0.1374
H 1.26 -4.02 3.10 0.1172
H -0.28 -1.79 3.08 0.1123
H 0.58 -4.55 -1.46 0.1367
H 2.45 -6.40 -2.16 0.1080
H 4.76 -4.93 -2.39 0.1184
C 2.16 0.72 3.00 -0.1605
N 0.90 1.40 2.50 -0.2189
C 1.18 2.87 2.59 -0.1956
N 1.54 3.30 3.91 -0.0719
C 2.75 2.59 4.33 -0.1397
N 2.51 1.15 4.32 -0.0762
C 1.40 0.84 5.23 -0.1331
N 0.19 1.55 4.84 -0.0757
C -0.20 1.15 3.51 -0.1665
C 0.45 2.99 4.84 -0.1386
H 2.95 0.99 2.29 0.1301
H 2.02 -0.35 2.98 0.1035
H 0.27 3.39 2.27 0.1215
H 2.00 3.08 1.90 0.1154
H 3.02 2.91 5.34 0.1388
H 3.57 2.83 3.66 0.1354
H 1.68 1.13 6.24 0.1391
H 1.22 -0.24 5.22 0.1351
H -1.08 1.72 3.19 0.1327
H -0.45 0.09 3.50 0.0935
H 0.74 3.30 5.84 0.1391
H -0.45 3.52 4.55 0.1363
S 3.39 -0.78 -1.47 0.8970
Sb 3.79 -0.33 -4.01 1.4719
C 2.32 -1.44 -5.05 -0.4359
C 2.26 -2.83 -5.21 -0.1400
C 1.26 -3.39 -5.99 -0.0627
C 0.31 -2.59 -6.61 -0.0568
C 0.37 -1.21 -6.46 -0.0716
C 1.37 -0.64 -5.69 -0.1672
C 5.51 -1.56 -4.11 -0.4556
C 6.58 -1.15 -3.32 -0.1596
C 7.76 -1.88 -3.32 -0.0665
C 7.88 -3.00 -4.13 -0.0572
C 6.83 -3.38 -4.94 -0.0646
C 5.64 -2.67 -4.93 -0.1267
C 0.85 3.26 -2.39 -0.1369
C -0.03 4.24 -2.99 0.0518
C -0.79 4.87 -2.04 -0.0304
C -0.41 4.73 -0.71 0.0242
C 0.67 3.83 -0.28 -0.1661
C 0.30 2.31 -0.50 -0.2410
H 2.98 -3.47 -4.73 0.0816
H 1.22 -4.47 -6.11 0.1160
H -0.46 -3.03 -7.22 0.1156
H -0.36 -0.58 -6.95 0.1125
H 1.40 0.44 -5.58 0.0793
H 6.51 -0.27 -2.69 0.0868
H 8.59 -1.57 -2.70 0.1129
H 8.81 -3.56 -4.14 0.1150
H 6.93 -4.24 -5.60 0.1140
H 4.83 -2.97 -5.59 0.0868
H -0.05 4.49 -4.05 0.1321
H -1.55 5.59 -2.32 0.1290
H -0.89 5.34 0.05 0.1302
H 1.05 4.11 0.69 0.0937
H 1.88 0.93 -1.72 0.0250